This record from the Open Molecules 2025 dataset describes 6 unconnected molecules or ions with the total composition C6H8Cl15NO2 in a non-equilibrium geometry. The level of theory is ωB97M-V with the def2-TZVPD basis set.

The geometry in XYZ format:
```
32
C6H8Cl15NO2 (ωB97M-V with the def2-TZVPD basis set)
C 10.426 8.921 8.904
N 11.364 7.757 8.743
O 11.771 7.194 9.738
O 11.705 7.479 7.634
H 10.649 9.481 9.860
H 9.403 8.574 8.827
H 10.610 9.583 8.086
Cl 15.554 8.091 7.608
C 16.086 9.642 8.261
Cl 17.264 9.305 9.526
Cl 14.670 10.493 8.850
H 16.575 10.248 7.496
Cl 5.463 5.775 8.434
C 6.412 7.042 9.366
Cl 7.840 6.424 10.201
Cl 5.298 7.873 10.459
H 6.669 7.786 8.653
Cl 8.367 11.743 8.703
C 7.577 11.865 7.160
Cl 5.874 11.503 7.402
Cl 8.308 10.807 5.946
H 7.613 12.882 6.796
Cl 15.360 4.721 8.119
C 13.901 5.034 7.121
Cl 12.833 3.665 7.071
Cl 14.386 5.524 5.464
H 13.403 5.864 7.640
Cl 11.108 9.526 4.060
C 12.365 9.748 5.350
Cl 12.157 11.337 6.119
Cl 13.878 9.588 4.611
H 12.197 8.997 6.089
```

Properties
Strongest force on any atom in eV Å⁻¹: 2.1
SMILES string: C[N+](=O)[O-].ClC(Cl)Cl.ClC(Cl)Cl.ClC(Cl)Cl.ClC(Cl)Cl.ClC(Cl)Cl
Calculated total energy in eV: -199769.9250
Gap between HOMO and LUMO in eV: 10.685
LUMO energy in eV: -0.134

These are the Löwdin partial charges, in e, on atoms 1 to 2: number 1, C, carries 0.02; number 2, N, carries -0.43

This record from the Open Molecules 2025 dataset describes 10 unconnected molecules or ions with the total composition C19H61N13O10 in a non-equilibrium geometry. The level of theory is ωB97M-V with the def2-TZVPD basis set.

The geometry in XYZ format:
```
103
C19H61N13O10 (ωB97M-V with the def2-TZVPD basis set)
C 1.266 -1.342 -6.144
O 1.484 -0.847 -4.841
C 0.700 -1.452 -3.826
C -0.798 -1.386 -4.064
C -1.315 0.012 -4.389
N -1.486 -1.955 -2.872
H 0.216 -1.362 -6.447
H 1.580 -2.393 -6.223
H 1.852 -0.730 -6.822
H 1.035 -2.487 -3.665
H 0.961 -0.927 -2.903
H -1.106 -2.057 -4.874
H -0.937 0.347 -5.350
H -1.067 0.693 -3.577
H -2.394 -0.062 -4.546
H -1.543 -2.966 -2.987
H -2.479 -1.734 -2.909
C -1.646 0.336 8.184
O -1.753 0.125 6.788
C -3.120 0.056 6.428
C -3.315 -0.491 5.012
C -2.668 0.431 3.939
N -4.751 -0.679 4.823
H -2.342 1.128 8.489
H -0.640 0.613 8.481
H -1.974 -0.566 8.715
H -3.624 -0.686 7.059
H -3.584 1.046 6.515
H -2.798 -1.453 4.965
H -1.659 0.065 3.731
H -2.664 1.463 4.284
H -3.216 0.294 3.006
H -4.944 -1.013 3.875
H -5.155 0.258 4.824
C 0.363 2.256 -7.112
O -0.229 2.720 -5.936
C 0.235 3.981 -5.454
C 1.699 3.962 -5.041
C 1.893 2.970 -3.896
N 1.985 5.308 -4.528
H -0.229 1.448 -7.543
H 1.340 1.801 -6.889
H 0.505 3.036 -7.870
H -0.036 4.693 -6.254
H -0.448 4.279 -4.657
H 2.268 3.637 -5.919
H 2.924 3.157 -3.581
H 1.863 1.919 -4.191
H 1.164 3.124 -3.102
H 2.972 5.333 -4.272
H 1.954 5.979 -5.295
N -3.184 -2.508 0.475
C -3.676 -2.454 1.752
N -3.053 -3.240 2.656
O -4.663 -1.784 2.055
H -3.788 -2.211 -0.267
H -2.482 -3.223 0.335
H -3.412 -3.247 3.595
H -2.092 -3.553 2.576
N 3.016 2.184 2.834
C 2.108 3.161 3.155
N 0.829 2.881 2.774
O 2.434 4.211 3.697
H 2.674 1.360 2.371
H 3.958 2.385 3.109
H 0.167 3.616 2.622
H 0.690 1.990 2.294
N -0.359 -1.031 0.128
C 0.394 0.056 0.407
N 0.640 0.931 -0.591
O 0.739 0.333 1.574
H -0.649 -1.154 -0.835
H -0.993 -1.356 0.841
H 1.266 1.704 -0.411
H 0.411 0.733 -1.549
N 0.728 -2.206 2.898
C 0.536 -2.395 4.238
N 0.346 -1.214 4.924
O 0.458 -3.513 4.730
H 0.700 -2.993 2.282
H 0.783 -1.272 2.506
H 0.505 -0.403 4.356
H -0.172 -1.229 5.784
N 0.933 -5.440 1.176
C -0.064 -4.681 0.624
N 0.232 -4.279 -0.646
O -1.127 -4.526 1.212
H 0.745 -5.893 2.052
H 1.791 -5.566 0.675
H -0.394 -3.782 -1.249
H 1.157 -4.471 -0.983
C 3.379 -1.436 0.195
O 2.640 -2.615 0.522
H 2.742 -0.789 -0.399
H 3.734 -0.953 1.106
H 4.234 -1.742 -0.414
H 3.161 -3.172 1.107
C 2.924 4.049 -0.701
O 1.589 3.798 -0.317
H 2.940 4.869 -1.432
H 3.553 4.384 0.129
H 3.413 3.219 -1.205
H 1.222 4.584 0.092
```

Properties
Strongest force on any atom in eV Å⁻¹: 1.6
SMILES string: COC[C@H](C)N.COC[C@H](C)N.COC[C@H](C)N.NC(N)=O.NC(N)=O.NC(N)=O.NC(N)=O.NC(N)=O.CO.CO
Calculated total energy in eV: -60542.1006
Gap between HOMO and LUMO in eV: 8.477
LUMO energy in eV: 0.001

These are the Löwdin partial charges, in e, on atoms 1 to 2: number 1, C, carries -0.11; number 2, O, carries -0.19

This record from the Open Molecules 2025 dataset describes a single C8H18O2S2 molecule in a non-equilibrium geometry. The level of theory is ωB97M-V with the def2-TZVPD basis set.

The geometry in XYZ format:
```
30
C8H18O2S2 (ωB97M-V with the def2-TZVPD basis set)
C 1.396 1.862 -0.327
C 2.684 1.016 -0.081
C 2.862 -0.488 -0.293
C 4.310 -0.692 0.454
O 1.830 -0.975 0.623
S 1.277 -2.489 0.111
S -0.247 -1.936 -1.018
O -1.722 -1.689 -0.039
C -1.792 -0.313 0.170
C -2.305 0.535 -0.995
C -2.945 -0.299 1.061
C -4.271 -0.420 0.356
H 0.491 1.736 0.323
H 1.170 2.015 -1.442
H 1.769 2.835 -0.143
H 3.416 1.388 -0.761
H 3.241 1.047 0.981
H 2.911 -0.909 -1.374
H 4.160 -0.354 1.580
H 4.603 -1.892 0.235
H 5.125 -0.230 -0.193
H -0.932 0.075 0.723
H -2.623 1.506 -0.675
H -3.098 -0.204 -1.607
H -1.403 0.694 -1.713
H -3.072 0.603 1.612
H -2.910 -0.987 1.937
H -4.188 -1.350 -0.131
H -4.479 0.490 -0.430
H -5.258 -0.576 1.056
```

Properties
Strongest force on any atom in eV Å⁻¹: 5.6
SMILES string: CC[C@@H](C)OSSO[C@@H](C)CC
Calculated total energy in eV: -34348.2923
Gap between HOMO and LUMO in eV: 10.145
LUMO energy in eV: 0.638

These are the Löwdin partial charges, in e, on atoms 1 to 2: number 1, C, carries -0.08; number 2, C, carries -0.24

So what do the calculations give for HOMO energy? Going down the list: -10.8 -8.5 -9.5 eV.